Entry 1:
Density functional theory data (ωB97M-V/def2-TZVPD) for a cluster of 2 separate species, CH4S in total in a non-equilibrium geometry.

Geometry as XYZ:
```
6
Properties=species:S:1:pos:R:3
C -1.677 0.067 0.716
S 1.042 -0.033 -0.451
H -1.796 -0.867 1.219
H -2.039 -0.128 -0.310
H -0.563 0.261 0.746
H -2.206 0.869 1.263
```

Calculated values
* E: -438.6525 Ha
* charge: -1
* LUMO level (alpha / beta): 4.764 / 4.327 eV
* molecular weight: 48.11 Da
* gap between HOMO and LUMO (alpha / beta): 7.418 / 6.551 eV
* expectation value of S²: 0.75
* 2S+1: 2

Entry 2:
Density functional theory data (ωB97M-V/def2-TZVPD) for an isolated molecule of C6H12O in a non-equilibrium geometry.

Geometry as XYZ:
```
19
Properties=species:S:1:pos:R:3
C 2.868 0.285 0.238
C 1.460 0.489 -0.353
O 0.460 0.482 0.672
C -0.320 -0.678 0.591
C -1.640 -0.731 1.234
C -1.561 -0.627 -0.277
C -1.975 0.655 -0.968
H 2.938 -0.690 0.739
H 3.156 1.071 0.948
H 3.609 0.295 -0.575
H 1.261 -0.286 -1.082
H 1.398 1.440 -0.906
H 0.292 -1.581 0.564
H -1.921 0.148 1.806
H -1.969 -1.682 1.642
H -1.803 -1.535 -0.831
H -1.522 0.727 -1.964
H -3.066 0.688 -1.087
H -1.664 1.533 -0.392
```

Calculated values
* E: -311.0009 Ha
* SMILES: CCO[C@H]1C[C@H]1C
* LUMO level: 1.148 eV
* molecular weight: 100.16 Da
* gap between HOMO and LUMO: 10.267 eV

Entry 3:
Density functional theory data (ωB97M-V/def2-TZVPD) for a structure of composition C3H6AgO4 in a non-equilibrium geometry.

Geometry as XYZ:
```
14
Properties=species:S:1:pos:R:3
H -4.538 1.557 -4.540
H -2.902 3.143 -3.893
C -2.884 2.086 -3.595
C -1.513 1.474 -3.439
O -0.588 2.372 -4.042
C 0.708 2.110 -3.912
O 1.172 1.360 -3.090
O 1.315 2.502 -5.022
Ag -3.064 0.354 -6.586
O -3.612 1.295 -4.528
H -3.396 2.072 -2.623
H -1.231 0.477 -3.802
H -1.325 1.287 -2.375
H 2.253 2.274 -4.978
```

Calculated values
* E: -565.5425 Ha
* charge: +1
* LUMO level: -6.284 eV
* molecular weight: 213.95 Da
* gap between HOMO and LUMO: 7.693 eV

Entry 4:
Density functional theory data (ωB97M-V/def2-TZVPD) for an isolated molecule of C4H5N3.

Geometry as XYZ:
```
12
Properties=species:S:1:pos:R:3
N -0.734 -0.061 0.857
C -0.925 0.102 -0.726
C 0.089 1.248 -0.761
N 1.019 1.190 0.126
C 0.748 -0.102 0.797
N 0.940 -1.253 -0.115
C 0.014 -1.077 -0.991
H -1.132 0.745 1.338
H -1.185 -0.919 1.173
H 0.042 2.087 -1.451
H 1.267 -0.214 1.748
H -0.084 -1.760 -1.831
```

Calculated values
* E: -319.5467 Ha
* LUMO level: 0.510 eV
* molecular weight: 95.10 Da
* gap between HOMO and LUMO: 8.612 eV